Arrangement P

DFT (the ωB97M-V functional and the def2-TZVPD basis) results for an isolated molecule of C3H2N2O2.

## Properties
lowest unoccupied orbital energy (spin up / spin down) = -0.060 / -0.060 Eh
total charge = 0
highest occupied orbital energy (spin up / spin down) = -9.9 / -9.9 eV

Positions of all 9 atoms, in Å:
C -0.6642 0.6176 0.0114
C -0.9234 -0.7134 -0.0280
C 0.7576 0.9534 -0.0003
N 0.0572 -1.6284 -0.0330
N 1.5843 -0.1727 0.0322
O 1.2478 2.0530 -0.0205
O 1.2629 -1.3580 0.0247
H -1.4097 1.3925 0.0606
H -1.9125 -1.1440 -0.0471

Arrangement Q

DFT (the ωB97M-V functional and the def2-TZVPD basis) results for a cluster of 2 separate species, C3H2N2O2 in total.

## Properties
lowest unoccupied orbital energy = -0.005 Eh
total charge = 0
highest occupied orbital energy = -9.9 eV

Positions of all 9 atoms, in Å:
C 1.5086 -0.4123 -0.4654
C -1.4334 -0.0596 -0.3397
C -0.8335 -0.0854 0.9952
N 1.5747 -0.9824 0.5999
N -0.8736 1.0263 0.2824
O 1.5050 0.2925 -1.3816
O -1.9384 -0.3732 -1.4354
H 0.8690 -1.3335 1.2417
H -0.3782 1.9276 0.5028

Short version: arrangement Q is the most stable of them.

Arrangement P

DFT (the ωB97M-V functional and the def2-TZVPD basis) results for an isolated molecule of C3H2N2O2.

## Properties
lowest unoccupied orbital energy = -0.039 Eh
total charge = 0
highest occupied orbital energy = -10.8 eV
SMILES = O=Cc1cnno1

Positions of all 9 atoms, in Å:
O -2.2645 0.1800 0.2696
C -1.3688 -0.5683 -0.1095
C -0.1326 -0.1214 -0.1503
C 0.4895 1.0483 0.0046
N 1.9013 0.6091 0.0577
N 2.0392 -0.6330 0.2477
O 0.7701 -1.1548 -0.0202
H -1.5495 -1.5301 -0.0481
H 0.1152 2.1702 -0.2515

Arrangement Q

DFT (the ωB97M-V functional and the def2-TZVPD basis) results for an isolated molecule of C3H2N2O2.

## Properties
lowest unoccupied orbital energy = -0.020 Eh
total charge = 0
highest occupied orbital energy = -10.3 eV
SMILES = O=c1cnocn1

Positions of all 9 atoms, in Å:
O -2.2465 -0.1313 -0.2667
C -1.1056 0.0618 0.0064
C -0.2611 -1.1211 0.0447
N 1.0469 -1.2369 -0.1132
O 1.6837 -0.0300 -0.2918
C 0.8153 1.1435 -0.0050
N -0.4345 1.2223 -0.0940
H -0.6856 -2.0419 0.3952
H 1.1873 2.1336 0.3244

Short version: arrangement Q is the most stable of them.